Density functional theory data (ωB97M-V/def2-TZVPD) for a structure of composition C32H50Br23FN2O2S at a distorted geometry.

Atoms and positions in Å:
O -2.40800 0.81594 -2.73765
C -2.03957 -0.18314 -2.22166
F -2.43250 -1.36127 -2.76328
C -1.12997 -0.29948 -1.02938
C -0.26103 0.92605 -0.83942
C -0.89338 2.20376 -0.67378
C -0.23578 3.36556 -0.48860
C 1.28330 3.39911 -0.48463
N 2.29869 4.38376 -0.36855
S 3.67863 3.51472 -0.51079
N 3.16095 2.03901 -0.63813
C 1.83797 2.06377 -0.64798
C 1.08687 0.84614 -0.81076
C 1.89497 -0.43381 -0.93306
C 2.42503 -0.75705 0.46081
O 3.42830 -0.37132 0.93846
Br 1.26024 -1.91501 1.57286
H -1.71429 -0.41606 -0.10522
H -0.53201 -1.20101 -1.13686
H -1.97704 2.18014 -0.68351
H -0.81281 4.26044 -0.38316
H 2.71969 -0.30771 -1.63671
H 1.30324 -1.28526 -1.27346
Br -3.54353 -1.47922 0.83493
C -5.43523 -1.05247 0.94251
C -5.75818 0.13155 0.07009
Br -5.16772 1.79967 0.87934
H -5.66630 -0.89123 1.99057
H -5.95681 -1.94257 0.59274
H -6.83445 0.23614 -0.05324
H -5.28710 0.07321 -0.90730
Br -8.51937 3.53820 1.85685
C -8.05810 5.31356 2.50235
C -6.98523 5.95466 1.66173
Br -5.22211 5.22255 2.03768
H -7.77176 5.20367 3.54334
H -8.97937 5.88924 2.43978
H -6.90739 7.01473 1.89422
H -7.14926 5.83028 0.59624
Br 7.70172 -2.92532 0.73550
C 7.59210 -1.56861 2.13096
C 6.56358 -0.52070 1.80710
Br 7.21377 0.72846 0.46088
H 8.58969 -1.16375 2.25122
H 7.31214 -2.10952 3.03212
H 6.35192 0.08937 2.68295
H 5.63791 -0.93673 1.42780
Br -1.35293 -4.78830 0.61540
C -2.39924 -6.01390 -0.48191
C -2.89045 -5.34807 -1.73831
Br -4.39807 -4.16838 -1.38834
H -3.20500 -6.38830 0.14067
H -1.72174 -6.82977 -0.72368
H -3.26795 -6.09025 -2.43937
H -2.12816 -4.74635 -2.22462
Br 8.95227 -0.10675 4.93205
C 8.80654 -1.14018 6.57293
C 8.37439 -2.55507 6.29464
Br 6.47247 -2.65569 5.89408
H 8.11935 -0.60652 7.22143
H 9.80210 -1.12459 7.01128
H 8.51501 -3.17716 7.17590
H 8.89749 -2.99779 5.45271
Br -6.15334 -7.36462 -0.16629
C -6.19890 -9.28627 -0.46338
C -5.02721 -9.97363 0.18434
Br -3.39081 -9.71411 -0.83928
H -6.23732 -9.43812 -1.53721
H -7.13226 -9.62360 -0.01767
H -5.18094 -11.05027 0.20777
H -4.83021 -9.61492 1.18936
Br 0.64193 5.38843 0.88835
C 0.46418 6.76109 2.28382
C -0.62074 7.75986 1.96744
Br -0.04656 9.02899 0.60391
H 1.44176 7.22134 2.39330
H 0.21881 6.21323 3.19222
H -0.85706 8.36812 2.83884
H -1.52866 7.29314 1.59864
Br -9.61387 0.76103 -0.93857
C -9.62290 1.82017 -2.57294
C -8.36333 2.63036 -2.71816
Br -8.38042 4.17872 -1.54290
H -10.51747 2.43361 -2.54248
H -9.70684 1.09711 -3.38147
H -8.28337 3.03216 -3.72590
H -7.46528 2.06723 -2.48332
Br -2.60442 5.43701 -2.57799
C -0.85106 5.87766 -3.29728
C -0.57091 7.35345 -3.21252
Br -1.53062 8.34585 -4.58612
H -0.82396 5.49634 -4.31300
H -0.14288 5.32175 -2.68359
H 0.48220 7.55167 -3.39975
H -0.85441 7.78281 -2.25675
Br 11.40825 -3.66887 -1.08796
C 11.14484 -1.89588 -1.84412
C 11.83115 -0.83611 -1.02423
Br 10.83542 -0.44171 0.59733
H 10.07260 -1.74124 -1.91941
H 11.57588 -1.94413 -2.84199
H 11.87022 0.10374 -1.57096
H 12.83411 -1.11858 -0.72100
Br 3.72394 -3.85635 -0.59717
C 2.70294 -5.07487 -1.71377
C 2.22442 -4.38787 -2.96123
Br 0.70614 -3.23342 -2.56356
H 1.88896 -5.46139 -1.10677
H 3.38812 -5.88514 -1.95468
H 1.85395 -5.10821 -3.68771
H 2.98741 -3.77092 -3.42492

Forces on atoms 1 to 3 (eV/Å):
O -0.10 0.03 0.03
C -0.17 0.50 -0.25
F 0.29 -0.19 0.51

Summary:
HOMO level in eV: -8.37
Gap between HOMO and LUMO in eV: 7.9830
E in eV: -1665599.7727